Record 1
# C33H27BrIN7O4Ti

A molecular structure, C33H27BrIN7O4Ti (wB97M-V/def2-TZVPD, OMol25).

```
74
Properties=species:S:1:pos:R:3:forces:R:3
C -2.4734 -1.5450 -2.5367 0.0 0.0 0.0
N 1.2355 2.3859 4.2642 0.0 0.0 0.0
H -4.2872 3.7207 -0.3799 0.0 0.0 0.0
Br 1.7631 0.4216 -4.8866 0.0 0.0 0.0
C -2.1936 3.5956 -4.0807 0.0 0.0 0.0
C -3.1966 -0.7139 -0.1070 0.0 -0.1 0.1
H 1.0124 -4.7527 0.8833 0.0 0.0 0.0
H -4.7201 -1.6559 -1.6549 0.0 0.0 0.0
H -3.7818 1.6835 1.7301 0.0 0.0 0.0
N -3.3741 3.3487 -0.5746 0.0 0.0 0.0
H 0.2842 1.8886 -2.4557 0.0 0.0 0.0
H 0.5975 -0.7211 -2.2748 0.0 0.0 0.0
H 5.3508 -3.4791 -2.6358 0.0 0.0 0.0
C -0.1965 -1.6559 1.6826 0.0 0.1 -0.1
H 4.0438 -1.9622 -1.1378 0.0 0.0 0.0
H 5.1057 -3.2962 -5.0853 0.0 0.0 0.0
H -2.4238 3.9617 -5.0722 0.0 0.0 0.0
C 3.3602 1.2469 5.0551 0.0 0.0 0.0
O -3.5996 -2.4892 -4.3631 0.0 0.0 0.0
O -2.6011 -0.1962 0.9022 0.1 0.0 0.0
C 4.1242 0.1274 4.7982 0.0 0.0 0.0
N -0.3907 -0.9495 -2.2046 0.0 0.0 0.0
C -0.8834 2.7926 2.9369 0.0 0.0 0.0
C 3.9552 -1.9022 -2.2150 0.0 0.0 0.0
H 0.7208 -2.5257 -0.0659 0.0 0.0 0.0
C -2.5917 2.6745 0.2998 0.0 0.0 0.0
H -3.3050 3.3237 2.2146 0.0 0.0 0.0
C 0.5533 -3.9744 1.4823 0.0 0.0 0.0
H -0.7726 -3.4415 4.5451 0.0 0.0 0.0
O -4.8248 -2.0329 -2.5711 0.0 0.0 0.0
C -2.2884 -1.0008 -1.2528 0.0 0.0 -0.1
H -0.6574 3.5186 2.1507 0.0 0.0 0.0
I 1.9406 0.7151 -0.3509 0.2 0.1 0.0
C 3.1205 -0.9932 -2.8121 -0.1 0.0 0.0
C -2.7356 3.3154 -1.8069 0.0 0.0 0.0
C 3.6833 -1.7052 -5.0025 0.0 0.0 0.0
C -1.2162 -1.4931 -3.1086 0.0 0.0 0.0
H -4.0153 4.3518 -3.2135 0.0 0.0 0.0
C -1.5473 2.6154 -1.5826 0.0 0.0 0.0
C 1.8538 0.5008 3.2785 0.0 0.0 0.0
C -2.9663 2.4058 1.7199 0.0 0.0 0.0
H 5.0210 -0.0468 5.3778 0.0 0.0 0.0
C 4.6788 -2.7427 -3.0579 0.0 0.0 0.0
N -1.4915 2.2227 -0.2409 0.0 0.0 0.0
N -1.0255 -0.6447 -1.0771 -0.1 0.0 0.1
H 3.6330 1.9592 5.8224 0.0 0.0 0.0
C 3.7642 -0.7937 3.8017 0.0 0.0 0.0
C -0.9920 2.9043 -3.8680 0.0 0.0 0.0
C -0.4429 -3.2413 3.5320 0.0 0.0 0.0
C 0.1417 -4.2498 2.7785 0.0 0.0 0.0
H 2.3514 -1.3349 2.2647 0.0 0.0 0.0
C -0.5984 -1.9733 2.9856 0.0 0.0 0.0
Ti -0.5808 0.3180 0.8857 -0.2 -0.2 0.1
H 3.5712 -1.6247 -6.0757 0.0 0.0 0.0
C 0.3759 -2.7020 0.9492 0.0 0.0 0.0
N -1.8127 1.8076 2.3872 0.1 0.0 0.0
C 0.3507 2.0454 3.2990 0.0 0.0 0.0
C 4.5401 -2.6395 -4.4377 0.0 0.0 0.0
H -2.1277 1.1687 3.1097 0.0 0.0 0.0
O -4.4015 -0.9467 -0.1857 0.0 0.0 0.0
H -0.8844 -1.7978 -4.0861 0.0 0.0 0.0
H 1.1746 3.1887 4.8647 0.0 0.0 0.0
H -1.0392 -1.2032 3.6175 0.0 0.0 0.0
H 4.3916 -1.6595 3.6377 0.0 0.0 0.0
C -3.0877 3.8189 -3.0523 0.0 0.0 0.0
C 2.2212 1.4081 4.2746 0.0 -0.1 0.0
C -3.6800 -2.0649 -3.2377 0.0 0.0 0.0
C 2.6339 -0.6262 3.0292 0.0 0.0 0.0
C -0.6486 2.4081 -2.6261 0.0 0.0 0.0
N 0.6692 0.9412 2.6830 0.0 0.0 0.0
H -1.2872 3.3381 3.7977 0.0 0.0 0.0
H -0.3153 2.7616 -4.7004 0.0 0.0 0.0
C 2.9623 -0.8660 -4.1594 0.0 0.0 0.0
H 0.2721 -5.2410 3.1949 0.0 0.0 0.0
```
Positions in Å, forces in eV/Å.

Calculated values
expectation value of S²: 2.014
spin multiplicity: 3
HOMO level (spin up / spin down): -7.617 / -8.247 eV
energy relative to the best compared isomer or geometry (same formula, charge and spin): 0.000 eV


Record 2
# C33H27Cl3KNOP

A molecular structure, C33H27Cl3KNOP (wB97M-V/def2-TZVPD, OMol25).

```
67
Properties=species:S:1:pos:R:3:forces:R:3
H 6.5426 -2.0524 -0.7730 0.0 0.0 0.0
C -3.0124 -0.5700 -0.2601 0.1 0.0 0.0
C -2.2890 -2.7521 -0.3898 -0.1 0.1 0.0
C 4.7817 2.2416 -2.6052 0.1 -0.1 0.0
C -1.0572 5.9926 -0.7641 0.0 0.0 0.0
C 2.7964 3.5111 -2.1377 -0.2 0.0 0.0
C 5.8180 -0.7277 0.7866 0.0 0.0 0.0
H -1.4821 -3.4614 -0.2310 0.0 0.0 0.0
H 7.6454 -0.7093 -0.4021 0.0 0.0 0.0
H 0.3536 5.0986 2.1796 0.0 0.0 0.0
H -5.4598 -2.5553 -1.5415 0.0 0.0 0.0
C 2.0305 2.3469 -2.1811 0.0 -0.1 -0.2
C -4.2794 -0.9077 -0.8060 0.1 0.0 0.0
C -4.5029 -2.2646 -1.1286 -0.1 0.0 0.0
N -2.0463 -1.5024 -0.0749 0.0 0.0 0.0
C 6.4804 -1.5197 1.9233 0.0 0.0 0.0
C 5.8958 0.7713 1.1127 0.0 0.0 0.0
C -2.7560 2.4743 -4.5155 0.0 0.0 0.0
C -0.0205 2.9615 -4.5430 0.0 0.0 0.0
H -2.7284 3.0743 -6.5770 0.0 0.0 0.0
C -0.7537 4.8530 -1.4934 0.0 0.0 0.0
C 6.5933 -0.9942 -0.5118 0.0 0.0 0.0
H -2.4782 1.9046 -2.4628 0.0 0.0 0.0
C -3.6906 1.7471 -0.1190 0.0 -0.1 0.0
H 6.1641 -0.4200 -1.3330 0.0 0.0 0.0
C -5.2272 0.1201 -1.0005 -0.1 0.0 0.0
C 4.0342 1.0757 -2.6452 -0.1 -0.1 0.0
H 4.7541 4.3619 -2.3016 0.0 0.0 0.0
H -5.6628 2.1929 -0.8138 0.0 0.0 0.0
H -0.2934 3.4987 -6.6019 0.0 0.0 0.0
C 0.0348 5.0502 1.1472 0.1 -0.1 0.1
C -4.9292 1.4117 -0.6624 0.0 0.0 0.0
C -2.6629 0.8076 0.1370 0.1 0.0 0.1
H -1.0823 4.7896 -2.5218 0.0 0.0 0.0
H -3.6612 -4.2307 -1.1564 0.0 0.0 0.0
H 5.3700 0.9791 2.0458 0.0 0.0 0.0
H 6.9386 1.0924 1.2158 0.0 0.0 0.0
C 2.6640 1.1284 -2.4314 0.0 0.3 0.1
C -2.0021 2.2630 -3.3718 0.0 0.0 0.0
Cl 1.2773 2.6840 1.1725 0.1 -0.1 0.0
C 0.3370 3.9214 0.4040 -0.1 0.1 0.0
H 6.4451 -2.5895 1.7123 0.0 0.0 0.0
H -0.9192 6.9652 1.1470 0.0 0.0 0.0
H 2.3189 4.4596 -1.9195 0.0 0.0 0.0
O -1.5475 1.0861 0.6408 -0.2 0.0 0.0
Cl -3.4009 3.4134 0.3048 0.0 0.0 0.0
C -0.7744 3.1572 -5.6934 0.0 0.0 0.0
H 5.4223 1.3580 0.3236 0.0 0.0 0.0
C -0.6295 2.5185 -3.3730 0.1 0.0 0.0
H 4.5119 0.1183 -2.8013 0.0 0.0 0.0
H -3.8213 2.2811 -4.5022 0.0 0.0 0.0
H 1.0460 3.1528 -4.5513 0.0 0.0 0.0
H 2.0616 0.2274 -2.4057 0.2 -0.1 -0.1
C -0.0590 3.7858 -0.9256 -0.1 0.0 0.0
K 0.6127 -0.4573 0.4125 -0.1 0.0 0.1
H -1.6082 6.7961 -1.2359 0.0 0.0 0.0
C -0.6716 6.0877 0.5634 0.0 0.0 0.0
C -3.5182 -3.1847 -0.9181 0.1 -0.1 0.0
C 4.1633 3.4552 -2.3499 0.0 0.1 0.0
H 5.9521 -1.3439 2.8612 0.0 0.0 0.0
C -2.1418 2.9197 -5.6798 0.0 0.0 0.0
C 3.2148 -1.4399 0.5806 0.0 0.0 -0.1
P 0.2462 2.2030 -1.7979 0.0 0.0 0.2
H 7.5271 -1.2200 2.0464 0.0 0.0 0.0
H 5.8550 2.2015 -2.7464 0.0 0.0 0.0
Cl -6.8027 -0.2478 -1.6803 0.0 0.0 0.0
C 4.4057 -1.1349 0.6462 -0.1 0.1 0.0
```
Positions in Å, forces in eV/Å.

Calculated values
charge: -1
HOMO level: -4.383 eV
energy relative to the best compared isomer or geometry (same formula, charge and spin): 0.215 eV


Record 3
# C33H27ClF39NO11S2

5 unconnected molecules or ions with the total composition C33H27ClF39NO11S2 in a non-equilibrium geometry (wB97M-V/def2-TZVPD, OMol25).

```
114
Properties=species:S:1:pos:R:3:forces:R:3
H 12.6923 0.2744 -3.4176 0.0 0.1 0.0
C -6.3280 -5.0827 3.5954 0.1 -0.5 0.5
H -0.6794 -6.0879 3.1962 0.4 0.3 -0.1
C 0.8364 -4.5788 3.5495 -1.9 -0.7 0.5
Cl -2.6798 -5.6800 0.0306 -0.1 0.8 0.4
F 1.3341 -0.9087 -1.1871 -0.3 0.1 0.0
C -1.7399 -4.2942 3.7725 0.5 1.1 -0.3
C 5.6949 6.6837 -3.1698 -0.3 0.3 -0.6
C -2.7373 -3.6437 2.7507 0.1 -0.1 1.6
F -6.5190 0.9394 1.8337 0.0 -0.2 0.3
C 11.7704 0.5799 -2.9140 0.0 -0.7 0.0
H -8.0858 0.5447 3.8330 0.0 -0.1 -0.1
F 10.1807 4.3913 -5.6527 -0.3 0.0 0.0
N -3.9351 -3.1751 0.1513 -0.3 -2.1 0.9
F 5.1831 3.5689 -2.3595 0.0 0.0 0.2
C -5.2331 -2.0135 4.7678 0.5 0.4 0.9
H 7.8785 6.3512 -0.5500 0.1 -0.1 -0.2
F -10.9438 0.6549 2.0445 -0.4 0.2 0.0
H 5.3397 2.4743 -0.7233 0.0 0.1 0.2
F -9.4556 1.9547 3.5036 0.3 -0.1 0.1
F 10.7513 0.5133 -3.7948 0.2 -0.1 0.2
F 1.3819 -0.2941 -4.9671 0.0 0.1 0.0
C -5.6478 -7.5961 3.4313 0.0 0.3 1.4
F 3.0736 1.9337 -4.1101 0.2 -0.1 -0.3
O 1.1039 -4.3909 4.8908 -0.7 -0.6 0.1
F -7.7461 2.6456 1.2955 0.0 0.0 0.2
C -5.7678 -6.3150 4.3310 -0.6 0.0 0.4
C -6.0379 -4.4602 1.1970 3.9 -1.1 0.6
C 11.9225 1.9734 -2.3046 -0.5 0.6 0.2
F 4.9555 4.2538 1.0879 -0.1 -0.3 -0.1
H -11.3364 3.2690 0.0417 0.0 -0.2 -0.1
C -3.0272 -2.9814 -0.6188 2.5 2.0 -0.1
O -4.6068 -6.0919 5.0927 0.0 0.2 -0.1
F 10.8550 2.2821 -1.5355 0.0 -0.2 0.0
C -8.6386 0.4851 0.9932 0.2 -0.7 -0.4
H 12.7984 2.8135 -4.1319 -0.2 -0.2 0.0
F 10.9397 2.3886 -5.3707 -0.3 0.1 -0.3
H -6.7593 -4.4189 4.3645 0.3 -0.2 -0.2
F 7.3118 4.9626 -2.8821 -0.4 0.4 0.2
F -11.8544 0.7604 0.0881 -0.2 0.3 0.0
H -7.1973 -5.4144 3.0061 0.3 0.2 0.2
H 1.1058 -5.2819 5.2744 -0.1 0.3 0.3
C 0.8610 2.4139 -2.9101 -0.1 0.7 0.0
C 1.8545 0.6892 -5.7584 -0.1 -0.5 -0.4
F -4.7016 -0.8153 4.7178 0.3 0.5 -0.6
H -2.1222 -3.3456 1.8879 -0.5 -0.2 0.1
H -2.2310 -4.9218 4.5267 0.2 0.0 -0.3
C -0.5419 -4.9988 3.0489 -1.5 -0.5 1.2
F 11.5077 -0.3210 -1.9347 0.1 0.2 0.1
H -4.2249 -5.2305 4.8921 0.0 -0.1 0.0
F 8.2150 2.4013 -5.3152 0.2 0.1 -0.2
H -8.9809 -0.3921 1.5434 0.0 0.2 0.2
F 4.6068 5.9338 -2.8974 0.2 0.2 -0.1
C 8.8847 2.9945 -4.2975 -0.8 0.0 0.2
F 3.4894 3.1572 -1.0543 0.0 0.2 0.3
F 7.9565 7.0344 -2.7589 -0.2 0.2 0.0
F -4.3139 -2.8258 5.2906 0.0 -0.8 -0.1
F -5.8524 -7.3551 2.1415 0.3 0.1 -0.6
O -5.1239 -5.1109 0.3968 -0.1 0.6 0.6
S -5.8040 -2.4969 3.0583 -0.9 2.4 -3.0
F -7.3802 2.4005 3.9802 0.1 -0.1 -0.2
F 12.9955 1.9247 -1.4631 0.2 -0.2 -0.2
C 0.5360 1.0790 -2.2136 -0.4 0.2 -0.7
H 2.3093 0.8107 -0.9880 -0.1 0.1 0.0
C -10.8993 1.3109 0.8689 0.6 -1.1 -0.2
O -5.2334 -1.5582 2.1296 1.7 -1.0 0.7
F -12.3260 2.9793 1.7516 0.0 -0.2 -0.1
O -9.6905 1.0749 0.2365 -0.2 0.6 0.7
F -6.5728 -8.4978 3.7951 -0.5 0.0 0.1
C 10.2891 3.3939 -4.7504 1.1 0.3 0.0
F -10.2008 3.4464 1.6571 -0.1 -0.1 -0.2
H 1.1481 0.8336 -6.5790 0.0 0.2 0.0
F 5.8983 6.6153 -4.5075 0.2 0.0 0.1
H -1.3028 -3.4407 4.3232 -0.3 -0.4 -0.1
C 6.9409 6.1900 -2.4347 0.2 -0.5 0.4
H 1.7425 2.8943 -2.4828 0.1 -0.3 -0.1
O 1.6872 -4.4469 2.7703 2.6 0.8 -2.1
O -7.2240 -2.3039 3.0513 -0.5 -1.4 1.4
O 11.0629 3.8893 -3.7095 -0.5 -0.7 0.0
C -11.1996 2.8034 1.0203 -0.2 0.6 0.0
F -4.4839 -8.1828 3.6503 0.6 -0.1 -0.6
C 12.1835 3.1268 -3.2871 0.6 0.6 0.0
C -8.1890 1.5165 3.3410 0.2 0.1 0.6
S -1.6434 -2.5247 -1.1779 -0.6 -0.2 -0.7
O 0.8974 2.4134 -4.3368 0.3 -0.9 0.0
H 6.2688 6.9821 -0.5031 -0.2 -0.1 -0.2
C 5.1844 4.5797 -0.2006 0.6 1.0 0.6
C 6.8643 6.1589 -0.8995 0.5 0.3 0.6
O 6.5233 4.9213 -0.2895 -0.6 -0.2 -0.7
F 8.9252 2.1089 -3.2773 0.0 0.2 0.0
F 4.4128 5.6523 -0.4650 -0.3 -0.3 0.1
F -0.2063 1.3757 -1.1087 0.3 0.1 0.2
C 4.8322 3.3750 -1.0752 0.1 -0.7 -0.4
H 5.4800 7.7245 -2.9111 0.1 0.0 0.1
F 3.0359 0.2672 -6.2654 0.0 0.3 0.1
F 2.5687 -0.0648 -2.7513 -0.1 0.1 0.1
F 2.3674 2.9679 -5.8657 0.0 -0.2 -0.3
H 8.3214 3.8689 -3.9646 0.4 -0.2 -0.4
F -6.2610 -1.9374 5.5807 -0.6 -0.5 0.2
H -0.6264 -4.8476 1.9656 0.5 0.1 0.4
C 1.7388 0.2631 -1.7430 0.4 -0.5 0.5
C -3.8578 -4.5216 0.7386 -2.5 -1.5 -0.4
H -6.5330 -6.5980 5.0776 0.1 0.1 -0.5
C -3.9176 -4.6034 2.3365 3.7 2.2 -1.8
H 0.0362 3.0862 -2.6743 -0.1 -0.2 0.0
O -7.0843 -4.1827 0.8372 -3.9 0.8 -0.8
H 12.7976 3.8435 -2.7423 -0.1 0.0 0.2
F -3.4297 -5.8654 2.5778 -1.5 -0.2 0.8
F -0.2674 0.3432 -3.0149 0.1 -0.2 0.1
C -5.3778 -4.2535 2.6535 -1.3 -0.7 -0.4
H -7.9589 0.0944 0.2365 0.1 0.2 0.0
C 2.0525 1.9960 -4.9836 -0.2 1.0 0.9
C -7.7891 1.4207 1.8695 -0.3 0.3 -0.7
H -3.0771 -2.7024 3.2053 -0.1 -0.3 -0.4
```
Positions in Å, forces in eV/Å.

Calculated values
SMILES: O=C(O)CCC[C@@]1(F)[C@@](C[C@H](O)C(F)(F)F)(S(=O)(=O)C(F)(F)F)C(=O)O[C@@]1(Cl)N=C=S.FC(F)C(F)(F)COC(F)(F)C(F)F.FC(F)C(F)(F)COC(F)(F)C(F)F.FC(F)C(F)(F)COC(F)(F)C(F)F.FC(F)C(F)(F)COC(F)(F)C(F)F
HOMO level: -10.154 eV


no.,M (u)
1,840.30
2,630.02
3,1454.08